# 1
{
  "formula": "C22H23IN4O4PZn",
  "method": "ωB97M-V/def2-TZVPD",
  "charge": 1,
  "e_homo_ev": -11.84,
  "multiplicity": 1,
  "elements": ["Zn", "N", "N", "C", "O", "O", "H", "H", "H", "O", "N", "C", "C", "C", "C", "C", "C", "C", "P", "C", "C", "C", "C", "C", "C", "C", "C", "C", "C", "C", "C", "H", "H", "H", "H", "H", "H", "H", "H", "H", "H", "H", "H", "H", "H", "H", "H", "N", "C", "O", "C", "I", "H", "H", "H", "H"],
  "coordinates": [[-0.334, 1.178, 1.308], [-1.056, 3.145, 1.816], [-0.594, 3.203, 3.167], [0.606, 2.481, 3.499], [1.294, 2.909, 4.391], [0.773, 1.389, 2.818], [-0.627, 3.872, 1.248], [-2.057, 3.303, 1.817], [-0.585, 4.131, 3.567], [-2.575, 0.993, 3.369], [-2.147, 0.339, 2.234], [-2.911, -0.636, 1.949], [-2.846, -1.551, 0.809], [-3.955, -2.396, 0.685], [-4.049, -3.327, -0.331], [-3.023, -3.448, -1.255], [-1.915, -2.624, -1.149], [-1.810, -1.676, -0.133], [-0.297, -0.662, -0.153], [1.066, -1.831, 0.047], [2.351, -1.390, -0.274], [3.438, -2.224, -0.077], [3.250, -3.491, 0.459], [1.978, -3.922, 0.801], [0.882, -3.097, 0.597], [-0.242, -0.041, -1.858], [0.507, -0.619, -2.876], [0.465, -0.080, -4.154], [-0.329, 1.025, -4.421], [-1.088, 1.599, -3.409], [-1.037, 1.072, -2.131], [-1.890, 1.651, 3.580], [-3.740, -0.807, 2.636], [-4.762, -2.316, 1.404], [-4.922, -3.962, -0.402], [-3.085, -4.177, -2.051], [-1.111, -2.716, -1.868], [2.490, -0.395, -0.680], [4.433, -1.890, -0.342], [4.100, -4.143, 0.612], [1.838, -4.907, 1.228], [-0.110, -3.435, 0.866], [1.127, -1.485, -2.677], [1.048, -0.527, -4.948], [-0.361, 1.441, -5.420], [-1.713, 2.457, -3.619], [-1.617, 1.521, -1.331], [2.988, 2.191, 1.240], [2.280, 2.509, 0.161], [1.083, 2.204, 0.014], [2.979, 3.280, -0.923], [2.922, 5.358, -0.360], [2.495, 1.803, 2.043], [3.926, 2.527, 1.373], [2.448, 3.191, -1.863], [4.023, 3.004, -1.035]]
}

---

# 2
{
  "formula": "C10H9NO3P",
  "method": "ωB97M-V/def2-TZVPD",
  "charge": -1,
  "e_homo_ev": -3.66,
  "multiplicity": 1,
  "elements": ["C", "C", "C", "C", "C", "C", "C", "C", "C", "C", "N", "O", "O", "O", "P", "H", "H", "H", "H", "H", "H", "H", "H", "H"],
  "coordinates": [[1.025, -2.277, -0.371], [0.031, -2.523, -1.298], [0.807, -1.420, 0.677], [2.258, 1.858, 0.286], [1.386, 2.481, 1.188], [-1.156, -1.857, -1.195], [-0.483, -0.948, 0.916], [1.397, 1.319, -0.696], [0.097, 2.233, 0.736], [-1.451, -1.121, -0.065], [0.139, 1.506, -0.395], [-2.886, 0.432, 1.565], [-4.089, 0.037, -0.605], [-0.909, 1.175, -1.112], [-2.868, -0.108, 0.223], [1.927, -2.801, -0.468], [0.347, -3.052, -2.094], [1.478, -1.258, 1.412], [3.178, 2.249, 0.066], [1.676, 3.137, 1.952], [-1.988, -2.231, -1.807], [-0.621, -0.127, 1.661], [1.608, 0.816, -1.632], [-0.904, 2.480, 1.054]]
}

---

# 3
{
  "formula": "C32H26BrN7O11Se2Ti",
  "method": "ωB97M-V/def2-TZVPD",
  "charge": -2,
  "e_homo_ev": -0.33,
  "multiplicity": 1,
  "elements": ["Ti", "C", "C", "C", "C", "N", "C", "C", "C", "C", "C", "C", "N", "C", "C", "C", "C", "C", "N", "H", "H", "H", "H", "H", "H", "H", "H", "H", "H", "H", "O", "C", "C", "C", "O", "C", "Se", "C", "Se", "H", "H", "H", "H", "H", "H", "H", "H", "H", "H", "O", "N", "O", "C", "C", "C", "C", "O", "C", "C", "N", "O", "O", "N", "O", "O", "H", "H", "Br", "C", "C", "N", "C", "C", "C", "C", "O", "O", "H", "H", "H"],
  "coordinates": [[-1.011, -0.934, -0.259], [-0.053, 0.663, 4.190], [-1.359, 1.030, 4.489], [-2.389, 0.506, 3.736], [-2.086, -0.361, 2.686], [-0.820, -0.647, 2.345], [0.163, -0.164, 3.104], [-3.108, -1.061, 1.895], [-4.369, -1.320, 2.329], [-5.211, -2.194, 1.555], [-4.666, -2.878, 0.517], [-3.307, -2.664, 0.156], [-2.629, -1.570, 0.715], [-2.499, -3.447, -0.640], [-2.864, -4.696, -1.244], [-1.919, -5.486, -1.801], [-0.553, -5.052, -1.794], [-0.265, -3.823, -1.294], [-1.191, -2.975, -0.765], [0.787, 1.042, 4.755], [-1.569, 1.723, 5.295], [-3.418, 0.770, 3.931], [1.168, -0.446, 2.822], [-4.715, -0.918, 3.272], [-6.242, -2.352, 1.844], [-5.253, -3.607, -0.029], [-3.901, -5.006, -1.218], [-2.190, -6.436, -2.245], [0.235, -5.658, -2.221], [0.741, -3.425, -1.335], [3.595, -1.266, 3.214], [4.767, -0.484, 3.273], [4.814, 0.744, 2.337], [5.732, 1.790, 2.983], [7.055, 1.320, 3.246], [5.370, 0.377, 0.958], [4.099, -0.774, 0.033], [3.421, 1.373, 2.202], [2.420, 0.770, 0.609], [3.493, -1.554, 2.291], [5.652, -1.108, 3.084], [4.820, -0.131, 4.310], [5.268, 2.155, 3.907], [5.848, 2.639, 2.308], [6.996, 0.615, 3.898], [6.326, -0.140, 1.042], [5.502, 1.274, 0.350], [3.497, 2.455, 2.086], [2.819, 1.169, 3.088], [-2.141, 6.597, -2.104], [-2.374, 5.514, -2.622], [-2.972, 5.402, -3.677], [-2.001, 4.290, -1.889], [-1.400, 4.449, -0.660], [-1.040, 3.264, -0.005], [-1.283, 1.986, -0.499], [-0.987, 0.909, 0.197], [-1.932, 1.873, -1.791], [-2.279, 3.070, -2.474], [-2.207, 0.716, -2.382], [-1.967, -0.485, -1.749], [-2.786, 0.621, -3.535], [-0.390, 3.438, 1.294], [-0.741, 4.390, 1.978], [0.465, 2.647, 1.661], [-1.201, 5.413, -0.229], [-2.756, 2.985, -3.434], [0.550, 1.121, -7.495], [0.213, -0.012, -6.003], [-0.492, -1.187, -6.191], [-0.765, -2.021, -5.196], [-0.341, -1.693, -3.976], [0.399, -0.547, -3.706], [0.669, 0.327, -4.747], [0.882, -0.175, -2.322], [1.412, 0.913, -2.166], [0.714, -1.064, -1.381], [-0.850, -1.458, -7.179], [-0.609, -2.363, -3.175], [1.208, 1.243, -4.546]]
}

---

# 4
{
  "formula": "C21H61N4O11",
  "method": "ωB97M-V/def2-TZVPD",
  "charge": -1,
  "e_homo_ev": -6.02,
  "multiplicity": 1,
  "elements": ["C", "O", "O", "O", "H", "C", "C", "C", "O", "C", "N", "H", "H", "H", "H", "H", "H", "H", "H", "H", "H", "H", "C", "C", "C", "O", "C", "N", "H", "H", "H", "H", "H", "H", "H", "H", "H", "H", "H", "C", "C", "C", "O", "C", "N", "H", "H", "H", "H", "H", "H", "H", "H", "H", "H", "H", "C", "C", "C", "O", "C", "N", "H", "H", "H", "H", "H", "H", "H", "H", "H", "H", "H", "C", "O", "H", "H", "H", "H", "C", "O", "H", "H", "H", "H", "C", "O", "H", "H", "H", "H", "C", "O", "H", "H", "H", "H"],
  "coordinates": [[-17.041, -35.335, 46.258], [-16.739, -34.487, 45.485], [-17.378, -35.062, 47.506], [-16.817, -36.536, 45.933], [-17.432, -33.991, 47.409], [-15.801, -28.409, 47.111], [-17.057, -28.899, 46.382], [-17.984, -29.725, 47.383], [-17.311, -30.964, 47.742], [-18.022, -31.907, 48.407], [-17.839, -27.893, 45.759], [-15.213, -27.932, 46.394], [-15.197, -29.055, 47.478], [-15.993, -27.721, 47.922], [-16.864, -29.724, 45.683], [-18.938, -30.058, 46.842], [-18.271, -29.204, 48.284], [-17.469, -32.732, 48.596], [-18.755, -32.219, 47.977], [-18.231, -31.635, 49.507], [-18.275, -28.368, 44.918], [-16.988, -27.640, 45.385], [-12.906, -33.600, 47.529], [-14.134, -32.737, 48.002], [-13.925, -31.573, 49.005], [-13.989, -32.133, 50.383], [-13.267, -31.290, 51.301], [-14.874, -32.199, 46.864], [-12.087, -33.074, 46.942], [-12.940, -34.560, 46.796], [-12.393, -33.946, 48.264], [-14.721, -33.557, 48.534], [-14.759, -30.881, 49.064], [-13.054, -30.950, 48.607], [-12.011, -31.424, 51.111], [-13.616, -31.799, 52.121], [-13.519, -30.462, 51.270], [-15.699, -31.707, 47.165], [-15.261, -32.888, 46.317], [-13.877, -37.267, 47.216], [-14.712, -38.568, 47.407], [-13.945, -39.575, 48.375], [-12.753, -39.842, 47.824], [-11.951, -40.826, 48.507], [-15.910, -38.132, 48.131], [-13.893, -36.439, 48.069], [-14.343, -36.749, 46.559], [-12.860, -37.447, 47.068], [-14.995, -39.080, 46.441], [-14.721, -40.268, 48.154], [-14.007, -39.205, 49.479], [-11.783, -40.226, 49.426], [-11.047, -40.881, 48.196], [-12.473, -41.662, 48.694], [-16.512, -37.601, 47.424], [-16.306, -38.848, 48.479], [-13.032, -35.235, 41.573], [-14.143, -34.636, 42.460], [-15.480, -35.021, 41.835], [-15.711, -34.450, 40.506], [-16.795, -35.092, 39.863], [-14.098, -35.094, 43.843], [-12.216, -34.685, 41.786], [-13.287, -34.937, 40.624], [-13.021, -36.168, 41.500], [-13.699, -33.668, 42.632], [-16.302, -34.791, 42.409], [-15.349, -36.090, 42.110], [-16.294, -36.104, 39.750], [-16.755, -34.808, 38.748], [-17.622, -34.716, 40.388], [-14.087, -36.217, 43.745], [-14.897, -34.764, 44.406], [-15.676, -39.317, 43.895], [-15.155, -37.957, 43.982], [-14.861, -39.960, 44.087], [-15.941, -39.328, 42.742], [-16.618, -39.506, 44.354], [-15.725, -37.207, 44.478], [-15.581, -35.683, 50.539], [-15.286, -37.105, 50.578], [-15.851, -35.382, 49.389], [-15.131, -34.990, 51.061], [-16.463, -35.652, 50.898], [-15.421, -37.504, 49.677], [-18.734, -37.040, 43.371], [-18.614, -37.904, 44.532], [-18.157, -37.399, 42.433], [-18.310, -35.977, 43.876], [-19.901, -36.963, 43.237], [-17.921, -37.484, 45.111], [-18.892, -33.235, 42.904], [-18.016, -32.629, 43.807], [-19.835, -32.708, 42.751], [-19.355, -34.015, 43.640], [-18.551, -33.699, 41.968], [-17.658, -33.207, 44.323]]
}

---

# 5
{
  "formula": "C4H4HgO",
  "method": "ωB97M-V/def2-TZVPD",
  "charge": 1,
  "e_homo_ev": [-13.55, -13.51],
  "multiplicity": 2,
  "elements": ["H", "C", "C", "C", "C", "O", "Hg", "H", "H", "H"],
  "coordinates": [[-0.066, 1.971, 0.204], [-3.117, -0.333, 0.408], [-2.213, 0.359, -0.328], [-0.961, 0.720, 0.229], [0.312, 0.779, -0.172], [1.391, 0.224, 0.026], [3.137, -1.367, -0.613], [-2.945, -0.535, 1.467], [-4.073, -0.638, -0.020], [-2.429, 0.607, -1.370]]
}

---

Asked for energy relative to the best compared isomer or geometry (same formula, charge and spin) across the records above, the calculation gives 5.78 50.04 48.71 72.76 52.92 kcal per mole in order.